--- w ---
Entry from the OMol25 dataset: a cluster of 2 separate species, C2H2N4O3 in total (ωB97M-V/def2-TZVPD).

Element x y z (Å)
C (-1.55675, 1.44494, -0.54313)
C (-0.42174, 0.71267, -0.76052)
N (-2.40310, 2.08279, -0.07703)
N (0.84634, 0.73449, 0.79294)
N (0.01318, -0.10271, -1.65473)
N (0.96720, -0.29358, 1.39983)
O (1.69255, -0.58778, 2.36912)
O (-0.01712, -1.30450, 1.06897)
O (1.06885, -0.78023, -1.63123)
H (-0.48198, 0.11284, -2.63386)
H (0.29256, -2.01893, 1.66964)

Computed properties:
Kohn-Sham gap (spin up / spin down): 8.74 / 8.74 eV
HOMO level (spin up / spin down): -10.35 / -10.35 eV

=====

--- x ---
Entry from the OMol25 dataset: a structure of composition C2H2N4O3 (ωB97M-V/def2-TZVPD).

Element x y z (Å)
C (-0.01394, -0.80681, -2.02924)
C (0.27705, 0.07409, -1.03424)
N (-0.26939, -1.67855, -2.74478)
N (-1.35404, 0.35894, -0.12787)
N (1.41659, 0.38853, -0.46531)
N (-1.44173, 0.18870, 1.06133)
O (-2.37645, 0.55092, 1.71489)
O (-0.29400, -0.37830, 1.71745)
O (1.56861, 1.08775, 0.59909)
H (2.29864, -0.08888, -0.93297)
H (0.18865, 0.30361, 2.24165)

Computed properties:
Kohn-Sham gap (spin up / spin down): 8.75 / 8.75 eV
HOMO level (spin up / spin down): -10.30 / -10.30 eV

=====

Which one sits at the top of the stability order? x does.

=====

--- w ---
Entry from the OMol25 dataset: a cluster of 2 separate species, C4H9NO4 in total (ωB97M-V/def2-TZVPD).

Element x y z (Å)
C (-1.36828, -1.39342, -1.09659)
C (-0.65828, -1.45538, 0.22059)
N (-0.68700, -0.80927, 2.49083)
O (-1.38846, -0.81741, 1.19628)
O (0.44202, -1.96922, 0.38933)
H (-0.22345, 0.10704, 2.45151)
H (0.07579, -1.48199, 2.33788)
H (-1.58816, -2.40681, -1.43899)
H (-2.30817, -0.84107, -1.00753)
H (-0.73413, -0.87336, -1.81930)
C (1.86810, 1.16029, -0.86634)
C (0.72847, 1.62073, -0.01729)
O (-0.32960, 2.03166, -0.74126)
O (0.70106, 1.65606, 1.20031)
H (-0.96866, 2.36100, -0.07367)
H (2.58031, 1.97694, -0.99927)
H (2.35377, 0.30799, -0.38382)
H (1.50469, 0.82621, -1.84268)

Computed properties:
Kohn-Sham gap: 10.86 eV
SMILES string: CC(=O)ON.CC(=O)O
HOMO level: -10.25 eV

=====

--- x ---
Entry from the OMol25 dataset: a cluster of 2 separate species, C4H9NO4 in total (ωB97M-V/def2-TZVPD).

Element x y z (Å)
C (1.31831, -0.77857, -1.77467)
C (1.37558, 0.62865, -1.27662)
O (0.21484, 1.29380, -1.44327)
O (2.33946, 1.18226, -0.78129)
H (0.42738, 2.17916, -1.07591)
H (2.04608, -0.90409, -2.57957)
H (0.32374, -1.00725, -2.16945)
H (1.52938, -1.46655, -0.95277)
C (-1.51162, -1.19295, 0.64150)
C (-0.79136, -0.08473, 1.33158)
O (0.75274, 0.92542, 2.60592)
O (-1.30654, 1.15152, 1.17035)
N (0.25517, -0.27979, 2.06186)
H (0.17790, 1.62623, 2.23792)
H (-2.08975, 1.14302, 0.59431)
H (-0.82292, -2.02211, 0.45488)
H (-1.90726, -0.85260, -0.31906)
H (-2.33113, -1.54141, 1.27431)

Computed properties:
Kohn-Sham gap: 9.55 eV
SMILES string: C/C(O)=N/O.CC(=O)O
HOMO level: -9.24 eV

=====

Which one sits at the top of the stability order? w does.

=====

--- w ---
Entry from the OMol25 dataset: a cluster of 2 separate species, C3H10N3O in total (ωB97M-V/def2-TZVPD).

Element x y z (Å)
N (1.31880, -2.05545, 1.72332)
C (1.17922, -0.96188, 0.93401)
N (1.28696, 0.26377, 1.56300)
O (0.87180, -1.05382, -0.25590)
H (1.47970, -2.91827, 1.22664)
H (1.85589, -1.98092, 2.57645)
H (1.87874, 0.30465, 2.37693)
H (1.41996, 1.02667, 0.91733)
C (-1.29971, 1.26247, -1.76933)
C (-1.94347, 2.40241, -1.79053)
N (-1.37410, 0.39377, -0.57732)
H (-0.65006, 0.87909, -2.53602)
H (-1.91191, 3.05116, -2.65100)
H (-2.52636, 2.74857, -0.95000)
H (-1.49553, 0.95154, 0.26922)
H (-2.16124, -0.25848, -0.61452)
H (-0.48816, -0.17238, -0.44274)

Computed properties:
Kohn-Sham gap: 11.48 eV
HOMO level: -14.46 eV
Charge: +1

=====

--- x ---
Entry from the OMol25 dataset: the ion C3H10N3O with charge +1 (ωB97M-V/def2-TZVPD).

Element x y z (Å)
C (0.75483, -1.54671, -1.48946)
C (-1.70786, 1.31047, 0.75509)
C (-0.14492, 0.65349, -0.94828)
N (1.93341, -0.54960, 0.40441)
N (2.25843, 0.51778, 1.02445)
N (0.56313, -0.61831, -0.43169)
O (-0.39243, 1.52866, 0.10895)
H (1.66790, -2.01975, -1.28239)
H (0.72090, -0.93208, -2.37534)
H (-0.10418, -2.20188, -1.55280)
H (-1.65895, 0.35926, 1.31875)
H (-2.56785, 1.34727, 0.00770)
H (-1.75127, 2.19156, 1.35584)
H (-1.08928, 0.26825, -1.24266)
H (0.52905, 1.23315, -1.64882)
H (1.70887, 1.36670, 1.12443)
H (3.06214, 0.55545, 1.58121)

Computed properties:
Kohn-Sham gap (spin up / spin down): 8.80 / 8.80 eV
SMILES string: COC/[N+](C)=N\N
HOMO level (spin up / spin down): -14.66 / -14.66 eV
Charge: +1

=====

Which one sits at the top of the stability order? w does.